C3H10NO | the ωB97M-V functional and the def2-TZVPD basis

Geometry (Å):
C: -2.4486 -1.0831 1.0729
C: -1.0221 -0.8740 0.8854
C: -0.4115 -0.1731 -0.0710
N: 0.9746 0.2529 0.4038
H: -2.7553 -0.4204 1.8127
H: -2.9785 -1.1132 0.1562
H: -2.7948 -2.0127 1.5309
H: -0.5386 -1.2053 1.7729
H: -0.6602 0.0960 -1.0567
H: 1.7325 -0.5248 0.2661
H: 1.2709 1.0815 -0.1961
H: 0.9682 0.5282 1.3718
H: 1.3640 1.3459 -2.4736
H: 3.0558 1.2964 -2.3605
O: 2.2258 1.4924 -1.8718

Output
E, eV: -6788.019
Charge: +2
Spin multiplicity: 2
Kohn-Sham gap (alpha / beta), eV: 9.21 / 4.95
HOMO level (alpha / beta), eV: -19.62 / -19.62
Energy relative to the best compared isomer or geometry (same formula, charge and spin), kcal/mol: 91.56